Formula: C30H25N9O11P2SSr
Source: OMol25
Level of theory: ωB97M-V/def2-TZVPD

Last column: Mulliken charge in e.
CARTESIAN COORDINATES (ANGSTROEM)
Sr  0.565739  -0.811250  0.324429  1.2975
O  -0.430503  1.369580  -5.073235  -0.6911
C  -1.710715  1.232331  -4.708731  0.4156
C  -2.704117  1.366769  -5.681969  -0.6650
C  -4.043269  1.296842  -5.340719  -0.3450
C  -4.421378  1.085745  -4.021481  -0.7575
C  -3.434816  0.910716  -3.063228  -0.4101
C  -2.083684  0.955679  -3.378932  0.1675
C  -1.077077  0.708717  -2.282217  0.3759
O  -1.460861  0.114025  -1.244174  0.0065
N  0.127329  1.185322  -2.569260  -1.2446
N  1.011847  1.089218  -1.515833  1.2018
C  2.199862  1.510342  -1.749114  -1.0479
C  3.256396  1.626784  -0.761496  1.1108
C  4.526882  1.959961  -1.236397  -0.6815
C  5.613971  2.122265  -0.394921  -0.7241
C  5.416111  1.951168  0.974386  -0.3746
C  4.181061  1.635688  1.489853  -0.7858
C  3.034165  1.448821  0.660838  0.2588
O  1.890821  1.162842  1.126888  -0.7264
H  0.089776  1.369219  -4.203520  0.5525
H  -2.389177  1.548339  -6.702363  0.3933
H  -4.795990  1.418416  -6.111972  0.3509
H  -5.468022  1.051295  -3.744014  0.3973
H  -3.685374  0.721575  -2.026266  0.3411
H  2.465209  1.846619  -2.757795  0.0865
H  4.653035  2.080032  -2.308496  0.2937
H  6.592977  2.363320  -0.791105  0.3442
H  6.254014  2.063028  1.657791  0.3420
H  4.042430  1.496544  2.555938  0.3564
S  -5.119657  2.319545  5.713880  0.0342
N  -4.385315  0.871372  5.660543  -0.7515
C  -3.548895  0.905419  4.637458  1.0792
C  -2.691045  -0.172724  4.218674  0.5870
C  -2.668631  -1.408446  4.867130  -0.7120
C  -1.836650  -2.385801  4.369595  -1.1253
C  -1.067602  -2.108311  3.236521  -0.3699
N  -1.079665  -0.939591  2.615977  1.1020
C  -1.869580  0.018901  3.097344  -0.7398
C  -1.862174  1.302235  2.395723  -1.0874
N  -1.021833  1.416696  1.369776  0.6724
C  -0.959540  2.562989  0.720101  -0.4003
C  -1.756255  3.662861  1.041471  -1.2129
C  -2.643025  3.561159  2.093821  -0.6766
C  -2.701188  2.360385  2.800897  0.4997
C  -3.563399  2.150663  3.935092  1.0179
N  -4.410129  3.032642  4.436791  -0.7423
H  -3.302673  -1.576734  5.727300  0.4766
H  -1.773104  -3.366624  4.819672  0.4615
H  -0.428004  -2.871060  2.798002  0.5880
H  -0.236199  2.598718  -0.086148  0.4142
H  -1.666324  4.571885  0.462273  0.4404
H  -3.281486  4.385891  2.381834  0.5006
O  3.267304  -4.293425  2.302750  -0.5742
P  2.127372  -3.556002  1.425077  0.6596
O  2.260089  -2.058962  1.563264  -0.6728
O  0.818946  -4.162480  1.748876  -0.7079
O  2.600816  -3.880930  -0.069662  -0.2853
P  2.557078  -2.876416  -1.376843  0.4467
O  3.458824  -1.663733  -0.818822  -0.3992
O  3.151041  -3.574609  -2.522957  -0.8249
O  1.138150  -2.350117  -1.419856  -0.3110
H  4.109704  -3.841765  2.205837  0.3298
H  3.255232  -1.605570  0.143453  0.3328
C  -3.928878  -2.490451  -3.059027  -1.1910
N  -3.678190  -2.567606  -1.642347  0.1167
C  -4.460742  -1.867072  -0.660072  -0.4360
C  -3.530946  -1.929305  0.568076  0.2549
O  -3.882517  -1.544864  1.667010  -0.6014
N  -2.335114  -2.478174  0.197139  -0.0879
C  -2.442892  -2.767311  -1.092650  0.2985
N  -1.443751  -3.261560  -1.820523  -0.3577
H  -5.003020  -2.566040  -3.232454  0.3508
H  -3.466615  -3.339645  -3.564577  0.4377
H  -3.568651  -1.555432  -3.501702  0.3477
H  -5.414936  -2.355218  -0.447453  0.3796
H  -4.639879  -0.824576  -0.936995  0.1293
H  -0.497416  -3.108578  -1.463001  0.1906
H  -1.504244  -3.160814  -2.819006  0.2801

Atomic forces in eV per Å
Sr -1.257 1.586 0.431
O -0.096 0.050 -0.094
C 0.025 0.010 0.025
C 0.069 0.016 -0.044
C -0.023 0.000 -0.080
C -0.061 0.033 0.047
C 0.013 0.010 0.063
C 0.057 0.012 0.051
C -0.046 0.028 -0.214
O 0.143 -0.113 0.034
N -0.163 0.073 -0.221
N 0.299 -0.140 0.046
C -0.144 0.048 0.107
C 0.189 -0.007 0.227
C -0.001 -0.006 0.140
C 0.032 0.030 -0.232
C 0.042 -0.011 0.198
C -0.107 -0.007 0.041
C 0.268 0.207 -0.697
O -0.174 -0.350 0.332
H 0.068 -0.079 0.124
H -0.020 0.002 -0.008
H -0.006 0.001 0.002
H -0.005 -0.004 -0.007
H 0.028 0.013 -0.019
H -0.131 -0.004 -0.040
H 0.013 0.004 -0.016
H -0.011 -0.003 -0.001
H 0.006 0.006 -0.032
H -0.024 -0.005 0.000
S 0.010 -0.043 -0.089
N 0.017 0.152 -0.022
C -0.204 0.152 0.124
C 0.227 -0.309 -0.098
C 0.221 -0.079 -0.216
C -0.089 0.124 0.022
C 0.043 -0.192 -0.113
N 0.199 -0.098 0.231
C -0.261 -0.203 0.376
C -0.181 0.568 -0.139
N 0.014 -0.061 0.046
C 0.038 -0.005 -0.037
C -0.088 0.020 0.070
C 0.165 -0.077 -0.145
C 0.346 -0.076 -0.348
C -0.210 0.034 0.176
N 0.031 -0.107 0.121
H -0.017 0.020 0.017
H -0.021 -0.006 0.018
H -0.013 -0.053 0.057
H -0.006 -0.001 -0.018
H -0.021 0.019 0.019
H -0.021 0.001 0.025
O -0.054 -0.034 0.065
P -0.343 -0.372 -0.048
O 0.401 0.253 0.346
O 0.069 -0.121 0.028
O 0.237 -0.519 -0.329
P 0.161 -0.221 0.498
O 0.100 -0.167 -0.122
O 0.024 0.133 -0.128
O -0.223 -0.362 -0.335
H 0.084 0.093 -0.065
H 0.245 0.202 -0.024
C -0.004 0.006 -0.105
N 0.187 -0.114 0.043
C -0.011 0.023 0.163
C -0.143 -0.051 -0.281
O 0.020 0.014 0.116
N 0.012 0.076 0.122
C -0.187 0.134 -0.139
N -0.010 0.046 0.002
H 0.002 0.034 0.014
H -0.005 0.006 -0.013
H -0.010 -0.109 0.000
H 0.016 0.010 -0.004
H 0.009 -0.021 0.037
H 0.253 -0.118 -0.068
H 0.003 -0.006 -0.017

Maximum force = 2.07 eV/Å
Lowest unoccupied orbital energy = 3.475 eV
HOMO = -1.94 eV
HOMO-LUMO gap = 5.4 eV
Charge = -2
DFT total energy = -97715.16947 eV
Energy above the lowest of the compared OMol25 structures with the same formula, charge and spin = 24.2 kcal/mol